Record 1
Here is a molecular structure, C6H17Cl3HgO6P from OMol25. Energies are from ωB97M-V/def2-TZVPD.

Lowest unoccupied orbital energy ... -10.79 eV
Highest occupied orbital energy ... -12.6219 eV
HOMO-LUMO gap ... 0.067 Ha
2S+1 ... 1
Charge ... +1

Each line ends with the Löwdin charge.
Atoms and positions in Å:
1 Hg -25.41 -12.96 25.40  0.684
2 Cl -25.76 -14.03 20.83  0.026
3 C -20.44 -9.24 21.30  -0.138
4 O -21.03 -8.07 21.73  -0.200
5 P -22.65 -8.04 21.84  0.522
6 O -23.20 -9.08 22.75  -0.239
7 O -23.14 -8.15 20.30  -0.218
8 C -24.49 -7.94 19.95  -0.116
9 O -22.89 -6.45 22.35  -0.222
10 C -22.83 -5.40 21.37  -0.111
11 H -20.51 -9.92 22.15  0.093
12 H -19.38 -9.21 21.05  0.097
13 H -20.92 -9.61 20.40  0.090
14 H -25.12 -8.83 19.98  0.088
15 H -24.60 -7.67 18.90  0.098
16 H -25.01 -7.21 20.57  0.091
17 H -22.25 -5.71 20.51  0.088
18 H -22.23 -4.64 21.88  0.093
19 H -23.75 -4.91 21.06  0.090
20 C -30.44 -16.15 17.18  -0.225
21 C -29.30 -16.98 16.72  -0.195
22 O -28.34 -17.50 17.70  -0.025
23 O -30.07 -14.78 17.43  -0.035
24 H -31.09 -16.58 17.94  0.133
25 H -31.08 -15.96 16.31  0.131
26 H -28.77 -16.44 15.93  0.131
27 H -29.59 -17.94 16.28  0.130
28 H -28.13 -16.79 18.31  0.068
29 H -29.49 -14.87 18.19  0.072
30 C -22.88 -14.20 15.71  -0.986
31 Cl -22.09 -15.66 15.02  0.489
32 Cl -22.54 -12.69 14.78  0.464
33 H -23.95 -14.28 15.84  0.023
34 H -22.47 -13.91 16.68  0.011


Record 2
Here is 2 unconnected molecules or ions with the total composition C17H37ClN3O5P from OMol25. Energies are from ωB97M-V/def2-TZVPD.

Lowest unoccupied orbital energy ... 0.60 eV
Highest occupied orbital energy ... -8.5179 eV
HOMO-LUMO gap ... 0.335 Ha
2S+1 ... 1
Charge ... 0
SMILES ... CCOCCCCC[C@@H](CC(=O)Cl)OC=O.CN(C)P(=O)(N(C)C)N(C)C

Each line ends with the Löwdin charge.
Atoms and positions in Å:
1 C -2.15 0.05 0.60  -0.077
2 C -3.50 -0.49 0.16  -0.280
3 O -3.57 -0.79 -1.21  -0.165
4 C -3.79 0.34 -2.05  -0.220
5 C -2.89 0.33 -3.27  -0.179
6 C -1.41 0.61 -3.00  -0.166
7 C -0.52 -0.59 -2.62  -0.167
8 C -1.08 -1.97 -2.91  -0.178
9 C -0.05 -3.06 -2.62  -0.320
10 C -0.71 -4.45 -2.41  -0.101
11 C -0.81 -4.83 -0.96  -0.758
12 O -0.49 -5.86 -0.49  0.083
13 Cl -1.47 -3.54 0.09  0.731
14 O 0.97 -3.13 -3.64  0.017
15 C 0.61 -3.56 -4.85  -0.360
16 O 1.41 -3.83 -5.69  0.101
17 H -1.35 -0.64 0.32  0.041
18 H -1.93 1.01 0.13  0.073
19 H -2.15 0.21 1.67  0.063
20 H -4.28 0.23 0.42  0.118
21 H -3.72 -1.40 0.73  0.105
22 H -4.83 0.27 -2.42  0.122
23 H -3.70 1.27 -1.50  0.122
24 H -3.07 -0.56 -3.87  0.106
25 H -3.26 1.17 -3.88  0.115
26 H -1.36 1.34 -2.19  0.104
27 H -0.98 1.11 -3.87  0.107
28 H -0.21 -0.56 -1.57  0.093
29 H 0.41 -0.51 -3.19  0.116
30 H -1.47 -2.07 -3.93  0.115
31 H -1.94 -2.17 -2.26  0.085
32 H 0.46 -2.76 -1.71  0.130
33 H -0.17 -5.24 -2.94  0.133
34 H -1.74 -4.41 -2.78  0.136
35 H -0.47 -3.64 -5.04  0.149
36 O 1.41 2.35 0.34  -0.295
37 P 1.91 2.07 1.71  0.596
38 N 1.79 0.39 1.88  -0.298
39 C 1.44 -0.33 3.08  -0.119
40 C 2.37 -0.42 0.82  -0.130
41 N 0.78 2.92 2.71  -0.319
42 C -0.26 2.22 3.44  -0.125
43 C 0.25 4.12 2.07  -0.144
44 N 3.19 2.36 2.73  -0.306
45 C 4.49 1.79 2.35  -0.110
46 C 3.23 3.27 3.87  -0.099
47 H 1.97 0.03 3.97  0.081
48 H 1.70 -1.39 2.98  0.082
49 H 0.37 -0.30 3.28  0.060
50 H 3.42 -0.69 1.03  0.075
51 H 2.35 0.12 -0.13  0.070
52 H 1.80 -1.35 0.67  0.073
53 H -0.92 1.63 2.80  0.062
54 H -0.87 2.95 3.98  0.084
55 H 0.17 1.58 4.21  0.063
56 H -0.56 3.90 1.36  0.080
57 H 1.03 4.65 1.52  0.075
58 H -0.13 4.80 2.84  0.081
59 H 4.70 0.88 2.91  0.085
60 H 5.30 2.50 2.51  0.078
61 H 4.50 1.54 1.28  0.075
62 H 2.82 2.79 4.76  0.080
63 H 2.68 4.19 3.69  0.072
64 H 4.26 3.55 4.09  0.076


Record 3
Here is a molecular structure, C21H23IN2O2SZr from OMol25. Energies are from ωB97M-V/def2-TZVPD.

Lowest unoccupied orbital energy ... -7.50 eV
Highest occupied orbital energy ... -14.6411 eV
HOMO-LUMO gap ... 0.262 Ha
2S+1 ... 1
Charge ... +2

Each line ends with the Löwdin charge.
Atoms and positions in Å:
1 Zr 0.28 0.12 0.09  1.554
2 C 1.25 -3.76 -2.07  0.004
3 C -0.15 -3.26 -2.20  -0.256
4 N -0.93 -3.78 -3.14  0.161
5 C -2.20 -3.38 -3.25  -0.049
6 C -2.80 -2.44 -2.43  -0.117
7 C -4.25 -2.07 -2.63  -0.181
8 O -5.01 -2.20 -1.44  -0.051
9 C -1.99 -1.84 -1.44  -0.063
10 C -2.58 -0.91 -0.50  0.019
11 N -1.90 -0.04 0.17  -0.104
12 C -2.49 0.68 1.26  -0.342
13 C -3.45 1.66 1.04  0.001
14 C -4.00 2.32 2.13  -0.029
15 C -3.59 2.02 3.42  -0.032
16 C -2.62 1.05 3.64  -0.111
17 C -2.08 0.37 2.56  -0.631
18 I -0.65 -1.12 2.87  1.171
19 C -0.65 -2.28 -1.33  -0.256
20 O 0.16 -1.78 -0.36  -0.308
21 H 1.50 -4.36 -2.94  0.096
22 H 1.97 -2.94 -1.98  0.074
23 H 1.36 -4.38 -1.18  0.100
24 H -2.77 -3.86 -4.04  0.132
25 H -4.33 -1.02 -2.94  0.135
26 H -4.66 -2.66 -3.45  0.133
27 H -5.35 -3.09 -1.37  0.113
28 H -3.65 -0.99 -0.33  0.152
29 H -3.76 1.89 0.03  0.130
30 H -4.76 3.07 1.97  0.126
31 H -4.02 2.54 4.26  0.128
32 H -2.30 0.82 4.65  0.115
33 C -0.10 1.37 -2.01  -0.146
34 C 0.60 2.24 -1.14  -0.180
35 C 1.89 1.70 -0.95  -0.190
36 C 1.99 0.50 -1.69  -0.131
37 C 0.76 0.31 -2.36  -0.138
38 H -1.11 1.52 -2.38  0.132
39 H 0.22 3.17 -0.74  0.120
40 H 2.70 2.14 -0.37  0.109
41 H 2.85 -0.14 -1.76  0.135
42 H 0.51 -0.51 -3.02  0.133
43 C 2.66 1.16 2.77  -0.331
44 S 1.03 1.75 2.26  0.689
45 C 1.40 3.47 1.84  -0.330
46 H 3.41 1.41 2.03  0.054
47 H 2.61 0.08 2.90  0.036
48 H 2.92 1.61 3.73  0.064
49 H 1.79 3.95 2.73  0.066
50 H 0.45 3.95 1.58  0.053
51 H 2.11 3.57 1.02  0.042


Record 4
Here is a molecular structure, C22H46Cl2F6OP2Re from OMol25. Energies are from ωB97M-V/def2-TZVPD.

Lowest unoccupied orbital energy (alpha / beta) ... 0.02 / 0.02 eV
Highest occupied orbital energy (alpha / beta) ... -5.7759 / -5.5138 eV
HOMO-LUMO gap (alpha / beta) ... 0.213 / 0.203 Ha
2S+1 ... 4
Charge ... 0

Each line ends with the Löwdin charge.
Atoms and positions in Å:
1 Re -1.22 0.75 0.10  0.548
2 Cl 0.29 0.66 -1.70  -0.018
3 P -0.64 2.83 0.39  0.730
4 C -1.49 3.61 -1.11  -0.522
5 C -1.45 3.50 1.95  -0.523
6 C 1.10 3.45 0.25  -0.545
7 C -2.51 2.66 -1.74  -0.175
8 H -0.66 3.76 -1.82  0.105
9 C -2.15 4.94 -0.75  -0.126
10 H -3.01 4.79 -0.09  0.076
11 H -2.50 5.41 -1.68  0.079
12 H -1.46 5.64 -0.27  0.056
13 H -2.08 1.69 -2.06  0.003
14 H -2.89 3.15 -2.65  0.084
15 H -3.39 2.50 -1.10  0.060
16 H 1.38 3.16 -0.79  0.079
17 C 2.07 2.72 1.19  -0.127
18 C 1.17 4.98 0.37  -0.115
19 H 0.69 5.46 -0.48  0.063
20 H 2.22 5.30 0.38  0.077
21 H 0.70 5.34 1.30  0.069
22 H 1.96 1.63 1.12  0.041
23 H 1.93 3.02 2.23  0.058
24 H 3.11 2.97 0.91  0.076
25 C -2.73 2.71 2.18  -0.176
26 H -1.66 4.56 1.76  0.088
27 C -0.51 3.36 3.16  -0.142
28 H -3.43 2.74 1.33  0.057
29 H -3.26 3.09 3.06  0.080
30 H -2.49 1.65 2.39  -0.011
31 H -0.14 2.32 3.24  0.009
32 H -1.07 3.57 4.08  0.079
33 H 0.34 4.04 3.12  0.056
34 Cl -0.63 0.04 2.26  0.019
35 H 1.57 -1.53 -0.38  0.044
36 P 2.35 -2.65 -0.72  1.118
37 C 3.84 -1.72 -1.16  -0.513
38 C 2.22 -3.54 0.87  -0.500
39 C 1.48 -3.22 -2.21  -0.490
40 C 3.89 -0.35 -0.44  -0.102
41 H 3.69 -1.53 -2.23  0.123
42 C 5.08 -2.58 -0.97  -0.107
43 H 5.32 -2.73 0.09  0.079
44 H 5.93 -2.07 -1.43  0.084
45 H 4.97 -3.56 -1.44  0.073
46 H 3.02 0.27 -0.72  0.038
47 H 4.81 0.17 -0.74  0.090
48 H 3.89 -0.45 0.65  0.073
49 H 1.74 -2.45 -2.96  0.118
50 C -0.05 -3.20 -2.04  -0.100
51 C 2.06 -4.56 -2.70  -0.106
52 H 3.07 -4.41 -3.11  0.073
53 H 1.44 -4.97 -3.50  0.086
54 H 2.12 -5.30 -1.90  0.077
55 H -0.36 -2.99 -1.00  0.036
56 H -0.51 -4.14 -2.35  0.089
57 H -0.49 -2.40 -2.64  0.079
58 C 2.74 -2.67 2.02  -0.098
59 H 2.85 -4.44 0.76  0.121
60 C 0.77 -3.96 1.17  -0.096
61 H 3.78 -2.34 1.88  0.060
62 H 2.72 -3.26 2.95  0.092
63 H 2.11 -1.78 2.19  0.075
64 H 0.10 -3.09 1.29  0.076
65 H 0.75 -4.50 2.13  0.094
66 H 0.35 -4.62 0.41  0.077
67 C -4.31 -0.28 0.42  -0.004
68 C -3.40 -1.34 -0.17  -0.441
69 O -2.06 -1.03 -0.38  -0.408
70 C -3.36 -2.61 0.77  -0.502
71 F -4.58 -3.16 1.00  0.133
72 F -2.54 -3.57 0.29  0.123
73 F -2.86 -2.23 1.98  0.090
74 C -3.92 -1.73 -1.61  -0.493
75 F -5.26 -1.99 -1.66  0.121
76 F -3.70 -0.66 -2.44  0.113
77 F -3.27 -2.78 -2.15  0.138
78 H -3.93 0.03 1.40  0.078
79 H -5.32 -0.67 0.54  0.099
80 H -4.35 0.59 -0.24  0.078


Record 5
Here is a molecular structure, CH5N2O from OMol25. Energies are from ωB97M-V/def2-TZVPD.

Lowest unoccupied orbital energy ... -5.01 eV
Highest occupied orbital energy ... -16.4005 eV
HOMO-LUMO gap ... 0.419 Ha
2S+1 ... 1
Charge ... +1

Each line ends with the Löwdin charge.
Atoms and positions in Å:
1 C 0.12 -0.44 -0.06  -0.136
2 N -0.76 -0.42 -0.84  0.112
3 N 0.78 -0.85 0.96  0.210
4 O -1.46 0.01 -1.82  0.151
5 H 1.18 1.71 0.21  0.122
6 H 0.47 1.57 0.63  0.093
7 H 1.40 -0.14 1.29  0.101
8 H 0.65 -1.78 1.29  0.159
9 H -2.37 0.33 -1.67  0.189


Record 6
Here is 2 unconnected molecules or ions with the total composition C3H12NOS from OMol25. Energies are from ωB97M-V/def2-TZVPD.

Lowest unoccupied orbital energy ... -3.40 eV
Highest occupied orbital energy ... -12.2395 eV
HOMO-LUMO gap ... 0.325 Ha
2S+1 ... 1
Charge ... +1

Each line ends with the Löwdin charge.
Atoms and positions in Å:
1 C -0.73 1.16 -0.18  -0.117
2 C 0.29 0.18 0.39  -0.292
3 C 1.65 0.54 -0.24  -0.573
4 S 2.79 -0.77 0.25  0.754
5 N -2.05 0.93 0.64  0.185
6 H -1.06 0.92 -1.19  0.132
7 H -0.43 2.19 -0.01  0.135
8 H 0.23 0.30 1.48  0.119
9 H 0.05 -0.86 0.15  0.105
10 H 1.52 0.69 -1.32  0.093
11 H 1.95 1.50 0.17  0.076
12 H 3.34 -0.95 -0.96  -0.132
13 H -2.41 -0.01 0.47  0.111
14 H -2.78 1.60 0.39  0.167
15 H -1.78 1.06 1.61  0.156
16 H -3.95 -1.49 -1.62  0.091
17 H -3.18 -1.90 -0.45  0.051
18 O -3.37 -1.09 -0.94  -0.059


no.,F_max (eV/A)
1,3.488
2,4.133
3,0.609
4,3.345
5,3.979
6,2.084